i | Molecular formula: C3H6N2S2
Method: DFT, the ωB97M-V functional and the def2-TZVPD basis

ORCA input file:
```
! wB97M-V def2-TZVPD RIJCOSX def2/J DEFGRID3
* xyz 0 1
S -1.769 -0.971 -0.221
S 0.358 1.287 -0.209
N 0.872 -1.117 0.089
N 2.167 -0.955 -0.172
C -2.766 0.524 0.129
C -0.157 -0.205 -0.020
C 2.905 0.049 -0.038
H -2.226 1.390 -0.461
H 3.963 -0.118 0.165
H 2.641 1.013 0.043
H -2.710 0.851 1.306
H 0.519 -2.109 -0.112
H -3.797 0.360 -0.497
*
```

Its SMILES is C=NNC(=S)SC. The calculation puts the LUMO energy at 0.1961 eV. The calculation puts the molecular weight at 134.23 g/mol.

***

ii | Molecular formula: C3H6N2S2
Method: DFT, the ωB97M-V functional and the def2-TZVPD basis

ORCA input file:
```
! wB97M-V def2-TZVPD RIJCOSX def2/J DEFGRID3
* xyz 0 1
S 3.057 0.463 0.005
S 0.373 -0.526 -0.608
N -3.021 0.256 -0.092
N -2.389 1.501 0.129
C -0.964 -0.879 0.588
C 1.651 -0.157 0.475
C -2.291 -0.789 -0.037
H -0.949 -0.159 1.395
H -2.981 2.228 -0.170
H -0.808 -1.885 1.030
H -1.485 1.551 -0.229
H -2.652 -1.693 -0.308
H 1.501 -0.385 1.524
*
```

Its SMILES is N/N=C\CSC=S. The calculation puts the LUMO energy at -0.3528 eV. The calculation puts the molecular weight at 134.23 g/mol.

***

iii | Molecular formula: C3H6N2S2
Method: DFT, the ωB97M-V functional and the def2-TZVPD basis

ORCA input file:
```
! wB97M-V def2-TZVPD RIJCOSX def2/J DEFGRID3
* xyz 0 1
S 1.105 0.148 -1.624
S -0.185 0.151 1.841
N -0.015 1.159 0.516
N 1.147 1.070 -0.174
C -0.705 0.465 -1.800
C -1.291 0.951 -0.782
C 0.395 -1.517 1.431
H -2.239 1.118 -0.475
H 1.457 -1.551 0.971
H -1.114 0.227 -2.848
H 1.474 2.006 -0.182
H 0.270 -2.114 2.393
H -0.300 -2.111 0.732
*
```

Its SMILES is CSN1C=CSN1. The calculation puts the LUMO energy at 0.7466 eV. The calculation puts the molecular weight at 134.23 g/mol.

***

What are the relative energies? In kcal/mol: i 27.9; ii 0.0; iii 48.3.

***

i | Molecular formula: C3H6N2S2
Method: DFT, the ωB97M-V functional and the def2-TZVPD basis

ORCA input file:
```
! wB97M-V def2-TZVPD RIJCOSX def2/J DEFGRID3
* xyz 0 1
S 3.490 -0.577 -0.261
S 0.841 -1.670 -0.124
N -1.440 -0.799 -0.583
N -2.562 -0.152 -0.286
C 1.361 0.938 -0.068
C -0.643 -0.952 0.472
C 1.976 -0.333 -0.129
H -3.192 0.032 -1.154
H -2.500 0.429 0.515
H 0.540 0.944 0.698
H 2.162 1.672 0.415
H 0.789 1.224 -0.994
H -0.822 -0.756 1.498
*
```

Its SMILES is CC(=S)S/C=N/N. The calculation puts the LUMO energy at 0.2825 eV. The calculation puts the molecular weight at 134.23 g/mol.

***

ii | Molecular formula: C3H6N2S2
Method: DFT, the ωB97M-V functional and the def2-TZVPD basis

ORCA input file:
```
! wB97M-V def2-TZVPD RIJCOSX def2/J DEFGRID3
* xyz 0 1
S 2.796 1.332 -0.739
S -3.223 -0.485 2.237
N 0.593 -0.085 -1.010
N -0.096 0.446 -0.175
C 1.972 -0.253 -1.083
C -2.139 -0.647 0.743
C -1.236 0.501 0.381
H 2.271 -0.384 -2.095
H -1.446 1.583 0.693
H 2.535 1.308 0.615
H -2.980 -0.650 0.080
H -1.473 -1.630 0.795
H 2.426 -1.035 -0.443
*
```

The calculation puts the LUMO energy (alpha / beta) at -0.0530 / -2.1243 eV. The calculation puts the molecular weight at 134.23 g/mol.

***

What are the relative energies? In kcal/mol: i 0.0; ii 51.0.

***

i | Molecular formula: C4H10OS
Method: DFT, the ωB97M-V functional and the def2-TZVPD basis

ORCA input file:
```
! wB97M-V def2-TZVPD RIJCOSX def2/J DEFGRID3
* xyz 0 1
S 0.976 -0.840 -0.310
O 0.431 -0.279 -1.567
C 2.669 -1.295 -0.802
C 1.406 0.579 0.840
C -3.059 0.020 0.028
C -3.174 1.285 0.458
H -3.990 -0.367 0.026
H 3.474 -1.389 -0.124
H -4.063 1.580 0.862
H 0.815 1.367 0.596
H 1.079 0.156 1.808
H -2.285 1.948 0.459
H 2.587 -2.336 -1.179
H 2.419 0.849 0.818
H -2.154 -0.588 -0.227
H 2.868 -0.691 -1.687
*
```

The calculation puts the LUMO energy at 0.7824 eV. The calculation puts the molecular weight at 106.19 g/mol.

***

ii | Molecular formula: C4H10OS
Method: DFT, the ωB97M-V functional and the def2-TZVPD basis

ORCA input file:
```
! wB97M-V def2-TZVPD RIJCOSX def2/J DEFGRID3
* xyz 0 1
S 0.983 0.320 1.506
O -1.525 -0.500 -0.841
C -0.003 0.080 -2.553
C -0.610 -0.481 1.883
C -0.067 -0.308 -1.062
C 0.545 0.782 -0.187
H 1.431 1.152 -0.654
H 0.481 -1.280 -0.895
H -1.711 -1.461 -1.091
H -0.573 -1.357 1.241
H -0.671 0.942 -2.623
H -1.411 0.084 1.535
H -0.648 -0.688 2.945
H -0.232 1.523 -0.174
H 1.018 0.248 -2.981
H -0.394 -0.712 -3.154
*
```

Its SMILES is CSC[C@H](C)O. The calculation puts the LUMO energy at 0.8244 eV. The calculation puts the molecular weight at 106.19 g/mol.

***

What are the relative energies? In kcal/mol: i 49.5; ii 0.0.

***

i | Molecular formula: C4H10OS
Method: DFT, the ωB97M-V functional and the def2-TZVPD basis

ORCA input file:
```
! wB97M-V def2-TZVPD RIJCOSX def2/J DEFGRID3
* xyz 0 1
S 0.625 -1.033 1.502
O -0.765 1.517 0.570
C 1.744 0.539 -0.636
C 0.613 -0.389 -0.165
C -1.930 -0.486 0.206
C -0.762 0.367 -0.221
H 0.174 1.708 0.668
H -2.055 -1.390 -0.309
H 1.248 0.980 -1.477
H -2.921 -0.053 0.041
H -0.926 0.743 -1.204
H -1.765 -0.883 1.191
H 1.874 1.329 0.035
H 1.818 -1.591 1.383
H 0.415 -1.296 -0.830
H 2.613 -0.063 -0.754
*
```

Its SMILES is C[C@@H](O)[C@@H](C)S. The calculation puts the LUMO energy at 0.7446 eV. The calculation puts the molecular weight at 106.19 g/mol.

***

ii | Molecular formula: C4H10OS
Method: DFT, the ωB97M-V functional and the def2-TZVPD basis

ORCA input file:
```
! wB97M-V def2-TZVPD RIJCOSX def2/J DEFGRID3
* xyz 0 1
S -1.656 0.914 -2.146
O 2.198 -0.480 2.639
C -1.433 2.521 -1.366
C -2.800 0.205 -0.949
C 2.768 -0.935 1.666
C 2.719 -2.393 1.289
H -1.005 2.423 -0.354
H -2.348 0.147 0.055
H 3.129 -3.000 2.114
H -0.736 3.109 -1.987
H -3.053 -0.816 -1.281
H -2.387 3.070 -1.292
H 3.363 -0.262 1.003
H 3.300 -2.605 0.375
H -3.731 0.794 -0.883
H 1.672 -2.693 1.118
*
```

Its SMILES is CC=O.CSC. The calculation puts the LUMO energy at 0.7883 eV. The calculation puts the molecular weight at 106.19 g/mol.

***

iii | Molecular formula: C4H10OS
Method: DFT, the ωB97M-V functional and the def2-TZVPD basis

ORCA input file:
```
! wB97M-V def2-TZVPD RIJCOSX def2/J DEFGRID3
* xyz 0 1
S 1.193 -0.672 0.063
O -1.558 -0.060 -0.424
C -2.779 -0.695 0.070
C -1.204 0.960 0.240
C 0.284 0.970 -0.160
C 2.832 -0.016 -0.077
H 2.916 0.410 0.899
H 0.748 1.681 0.543
H -1.216 0.968 1.452
H -2.835 -0.507 1.242
H -3.497 -0.046 -0.585
H -1.648 2.007 0.128
H -2.962 -1.989 -0.105
H 3.645 -0.800 0.223
H 0.221 1.182 -1.082
H 3.198 1.009 -0.777
*
```

Its SMILES is COCCSC. The calculation puts the LUMO energy at 0.9833 eV. The calculation puts the molecular weight at 106.19 g/mol.

***

What are the relative energies? In kcal/mol: i 5.5; ii 0.0; iii 98.4.

***

i | Molecular formula: C4H10OS
Method: DFT, the ωB97M-V functional and the def2-TZVPD basis

ORCA input file:
```
! wB97M-V def2-TZVPD RIJCOSX def2/J DEFGRID3
* xyz 0 1
S -1.977 -0.593 -1.088
O -2.269 0.857 -1.306
C 2.129 0.296 -1.286
C -2.487 -1.179 0.431
C -3.061 -0.251 1.467
C 1.716 0.709 -0.100
H 2.968 -0.469 -1.422
H -2.075 -2.083 0.794
H -2.534 -0.426 2.435
H 1.634 0.764 -2.091
H -0.987 -4.615 5.056
H 1.985 0.231 0.918
H -3.143 0.751 1.229
H 0.933 1.405 0.024
H -1.372 -3.969 5.287
H -4.135 -0.648 1.606
*
```

The calculation puts the LUMO energy (alpha / beta) at -0.1653 / -0.1650 eV. The calculation puts the molecular weight at 106.19 g/mol.

***

ii | Molecular formula: C4H10OS
Method: DFT, the ωB97M-V functional and the def2-TZVPD basis

ORCA input file:
```
! wB97M-V def2-TZVPD RIJCOSX def2/J DEFGRID3
* xyz 0 1
S 1.013 1.523 -0.591
O -2.238 -1.501 1.957
C -2.088 -0.963 0.670
C 0.529 -0.218 -1.298
C -2.315 0.402 0.552
C 2.792 1.038 -0.202
H 0.710 -0.930 -0.468
H 2.654 0.383 0.712
H -1.426 -1.592 -0.076
H -1.781 1.365 0.181
H -1.585 -2.191 1.930
H -3.079 0.692 1.320
H 1.096 -0.402 -2.220
H 3.212 1.998 0.067
H -0.663 -0.041 -1.555
H 3.168 0.437 -0.981
*
```

Its SMILES is C=CO.CSC. The calculation puts the LUMO energy at 0.7051 eV. The calculation puts the molecular weight at 106.19 g/mol.

***

iii | Molecular formula: C4H10OS
Method: DFT, the ωB97M-V functional and the def2-TZVPD basis

ORCA input file:
```
! wB97M-V def2-TZVPD RIJCOSX def2/J DEFGRID3
* xyz 0 1
S -1.399 -0.260 1.694
O 0.214 1.584 -2.503
C 0.205 -1.204 1.343
C 0.311 0.043 -0.735
C 1.177 -0.679 0.262
C 1.053 0.852 -1.687
H 1.660 -1.420 -0.251
H -0.210 -2.194 1.077
H -0.436 -0.650 -1.204
H -2.165 -1.102 1.142
H -0.314 0.703 -0.269
H 1.972 1.523 -1.356
H 0.733 -1.312 2.305
H 1.904 0.073 0.555
H -0.492 1.814 -1.952
H 1.543 -0.021 -2.228
*
```

Its SMILES is OCCCCS. The calculation puts the LUMO energy at 0.7793 eV. The calculation puts the molecular weight at 106.19 g/mol.

***

What are the relative energies? In kcal/mol: i 48.4; ii 39.0; iii 0.0.

***

i | Molecular formula: CH3FS2
Method: DFT, the ωB97M-V functional and the def2-TZVPD basis

ORCA input file:
```
! wB97M-V def2-TZVPD RIJCOSX def2/J DEFGRID3
* xyz 0 1
S 0.120 0.190 0.534
S -1.930 -0.803 0.014
F 2.405 -1.138 0.058
C 1.651 -0.050 -0.121
H -2.725 0.271 0.181
H 1.783 0.168 -1.111
H 0.284 -0.353 1.776
*
```

The calculation puts the LUMO energy (alpha / beta) at -0.3429 / -0.3437 eV. The calculation puts the molecular weight at 98.17 g/mol.

***

ii | Molecular formula: CH3FS2
Method: DFT, the ωB97M-V functional and the def2-TZVPD basis

ORCA input file:
```
! wB97M-V def2-TZVPD RIJCOSX def2/J DEFGRID3
* xyz 0 1
S 1.484 0.427 -1.946
S -0.133 0.654 0.208
F -2.556 -0.342 0.995
C -1.300 -0.017 1.349
H -0.994 0.975 -0.637
H -0.959 -0.581 2.095
H 0.447 -0.243 -2.632
*
```

The calculation puts the LUMO energy (alpha / beta) at -0.4554 / -1.8371 eV. The calculation puts the molecular weight at 98.17 g/mol.

***

What are the relative energies? In kcal/mol: i 0.0; ii 11.7.